This record from OMol25 describes the molecule C5H8FNS. The level of theory is ωB97M-V/def2-TZVPD.

```
16
Properties=species:S:1:pos:R:3:mulliken_charge:R:1
F -0.850 0.069 -2.183 -0.34
C -1.085 -0.310 -0.887 0.48
C 0.035 -1.233 -0.424 -0.84
N -0.064 -1.064 1.108 -0.43
C -0.063 0.416 1.123 -0.16
C 0.458 1.411 0.179 0.13
S 1.687 0.825 -0.887 -0.39
C -0.884 0.779 -0.030 -0.73
H -2.044 -0.655 -0.576 0.37
H -0.129 -2.489 -0.537 0.30
H 1.073 -1.068 -1.032 0.23
H 0.778 -1.474 1.489 0.26
H -0.291 0.692 2.269 0.29
H 0.381 2.557 0.333 0.33
H 2.702 0.016 0.118 0.13
H -1.704 1.529 -0.062 0.38
```

Properties
- spin multiplicity = 1
- orbital gap (eV) = 8.413
- SMILES = F[C@H]1CN[C@H]2[C@@H](S)[C@H]21
- LUMO level (eV) = 0.375
- charge = 0